1.
{"formula": "C11H26MnO15S3", "method": "ωB97M-V/def2-TZVPD", "elements": ["Mn", "O", "C", "O", "O", "H", "O", "C", "O", "O", "H", "O", "S", "O", "O", "C", "C", "C", "H", "H", "H", "H", "H", "H", "H", "H", "O", "S", "O", "O", "C", "C", "C", "H", "H", "H", "H", "H", "H", "H", "H", "O", "S", "O", "O", "C", "C", "C", "H", "H", "H", "H", "H", "H", "H", "H"], "coordinates": [[-0.0561, 0.6918, 1.5075], [1.3068, -1.9826, 3.9961], [0.8364, -1.0690, 3.1256], [1.5592, -0.2510, 2.5502], [-0.2778, -1.0874, 2.6689], [0.4756, -2.2542, 4.3922], [-0.8412, 4.3437, 2.7741], [-0.5828, 3.1066, 2.3938], [-0.4914, 2.7831, 1.2125], [-0.4969, 2.1341, 3.1128], [-1.2799, 4.2880, 3.6262], [3.1223, 3.2877, -0.6068], [3.0655, 2.0817, 0.1050], [1.7534, 1.4951, 0.3063], [4.1453, 0.9507, -0.5984], [5.4164, 1.4374, -1.0544], [5.8626, 0.4275, -2.0898], [3.9665, 2.1894, 1.7203], [6.2118, 1.5491, -0.3176], [5.1550, 2.3479, -1.5936], [6.6047, 0.8969, -2.7355], [5.0582, 0.1099, -2.7533], [6.2586, -0.4989, -1.6737], [3.3122, 2.8529, 2.2859], [4.9564, 2.6030, 1.5280], [4.0017, 1.1635, 2.0870], [1.5131, -2.1295, -1.2125], [0.1273, -1.8923, -0.7142], [-0.1480, -0.6215, -0.0173], [-0.9087, -2.1463, -1.9657], [-0.6813, -3.1876, -2.8358], [-0.0557, -2.6587, -4.1714], [-0.4159, -3.2082, 0.3612], [-1.6025, -3.7148, -3.0840], [-0.0288, -3.9894, -2.4901], [-0.1756, -3.4671, -4.8927], [0.9899, -2.4982, -3.9084], [-0.5108, -1.7757, -4.6201], [-1.4472, -3.0662, 0.6843], [0.1601, -3.2606, 1.2851], [-0.2367, -4.1838, -0.0907], [-4.6937, 0.1106, 2.4479], [-3.8913, 0.8197, 1.4682], [-2.4439, 0.4666, 1.2789], [-4.6060, 0.5664, -0.0224], [-4.6471, -0.7323, -0.5384], [-4.7360, -0.6715, -2.0994], [-4.1542, 2.6467, 1.6571], [-5.5836, -0.9782, -0.0379], [-3.8227, -1.3030, -0.1110], [-5.5615, -0.0345, -2.4171], [-4.9309, -1.6261, -2.5880], [-3.7987, -0.2288, -2.4363], [-3.4457, 3.2082, 1.0480], [-4.1277, 3.0586, 2.6659], [-5.1792, 2.9007, 1.3873]], "forces_ev_per_angstrom": [[-0.071, 1.412, 0.929], [-0.407, 0.679, 0.221], [2.672, 0.505, -1.675], [4.124, 1.432, 0.748], [-6.144, -2.304, 0.823], [-0.106, -0.757, 0.488], [-0.353, 1.026, 0.121], [-0.306, -1.642, -1.833], [0.136, 2.303, -4.626], [0.058, -1.815, 5.920], [0.254, 0.041, 0.442], [0.401, 1.572, -1.075], [1.452, -2.923, 1.834], [2.047, -0.067, -0.669], [-2.157, 0.797, 1.564], [-0.929, -0.205, -1.690], [0.243, -0.337, -0.534], [-1.305, -0.014, -1.434], [-0.473, 0.221, 0.487], [0.668, 0.408, 0.284], [0.276, -0.121, 0.100], [-0.251, 0.301, 0.151], [0.165, 0.171, 0.213], [0.322, -0.124, 0.372], [-0.218, 0.056, 0.006], [-0.159, 0.208, 0.185], [-3.585, 0.515, 1.213], [2.630, -0.257, -0.234], [-0.230, -2.924, -3.335], [0.064, 2.293, 2.955], [0.657, -1.099, -3.264], [-0.084, -0.913, 1.087], [0.341, -0.453, 0.614], [-0.488, 0.452, 0.427], [0.263, 0.310, 0.536], [0.375, -0.038, -0.112], [0.063, 0.246, -0.602], [-0.112, 0.054, 0.498], [0.005, 0.176, -0.433], [0.299, 0.677, -0.138], [-0.274, 0.217, -0.496], [1.078, 0.795, -0.889], [1.335, -0.923, -1.065], [-3.639, 0.942, 0.656], [1.791, 3.861, 1.820], [-1.424, -0.925, -0.146], [0.237, 0.326, 1.253], [-0.245, -0.140, -0.519], [-0.133, -1.689, -0.678], [0.080, -0.290, -0.486], [0.058, 0.210, 0.266], [0.346, -0.195, 0.373], [-0.049, -0.140, -0.295], [0.064, -0.386, -0.146], [0.635, -1.011, 0.369], [0.002, -0.517, -0.583]], "relative_energy_kcal_mol": 80.01, "e_tot_ha": -3908.8910, "spin_multiplicity": 6, "homo_energy_ev": [-7.81, -8.74], "s_squared": 8.753, "max_force_ev_per_a": 6.61}

2.
{"formula": "C11H27BCuNO11V2", "method": "ωB97M-V/def2-TZVPD", "elements": ["O", "V", "O", "V", "Cu", "C", "O", "O", "O", "C", "O", "O", "O", "B", "H", "H", "H", "H", "C", "O", "C", "C", "N", "C", "C", "O", "C", "H", "H", "H", "H", "H", "H", "H", "H", "H", "H", "H", "H", "H", "H", "H", "C", "C", "C", "O", "H", "H", "H", "H", "H", "H", "H", "H"], "coordinates": [[1.4267, -1.4279, -3.1966], [2.1071, -2.0876, -1.9300], [4.8745, 1.2980, -0.3845], [4.3568, -0.1764, 0.0030], [0.8162, 1.5728, -0.3480], [1.7101, -0.8570, 0.4876], [0.9581, -0.7092, -0.5102], [2.3218, 0.1710, 0.8128], [2.5962, -1.6293, 0.1269], [4.7105, -1.6446, -2.1963], [5.5950, -1.4848, -1.3122], [4.1159, -2.6239, -2.6212], [4.0166, -0.6066, -2.2411], [0.9467, -3.9431, -1.9126], [0.4809, -4.9125, -1.8254], [1.4994, -3.9151, -2.8389], [0.2030, -3.1845, -1.7238], [1.6594, -3.7798, -1.1192], [0.8520, 2.5541, 2.8939], [0.3533, 3.0153, 1.6177], [-1.0418, 3.3443, 1.5374], [-1.9014, 2.0744, 1.2057], [-1.3341, 1.3525, 0.0930], [-2.0812, 1.6463, -1.1203], [-1.4498, 1.1264, -2.4191], [-0.1775, 1.8716, -2.4401], [0.4242, 1.7088, -3.6915], [0.1332, 1.9563, 3.4544], [1.0648, 3.4504, 3.4765], [1.7500, 1.9411, 2.8164], [-1.1186, 4.1238, 0.7793], [-1.3550, 3.8215, 2.4660], [-2.9483, 2.2372, 0.9497], [-1.8177, 1.4460, 2.0924], [-1.5843, 0.4205, 0.3911], [-2.3311, 2.6983, -1.2579], [-3.0547, 1.1910, -0.9380], [-2.0680, 1.3347, -3.2923], [-1.1920, 0.0709, -2.5071], [1.4645, 2.0194, -3.7890], [-0.1524, 2.2732, -4.4243], [0.4053, 0.6527, -3.9604], [-1.0259, -1.3007, 3.0284], [-2.0772, -1.8809, 2.1118], [-3.5128, -1.6123, 2.5057], [-1.9166, -1.3313, 0.7931], [0.0034, -1.1696, 2.6946], [-0.7537, -1.8385, 3.9365], [-1.2988, -0.3349, 3.4537], [-1.9210, -2.9524, 1.9866], [-4.2000, -2.0889, 1.8067], [-3.6691, -0.5361, 2.5802], [-3.8327, -1.9976, 3.4739], [-1.0300, -1.3470, 0.4253]], "forces_ev_per_angstrom": [[0.784, -0.091, 1.559], [0.017, 0.322, -3.300], [-1.327, -3.162, 1.800], [1.198, 1.615, -5.185], [-2.061, -1.148, 0.814], [3.677, 2.054, -6.797], [-7.321, 0.931, -0.804], [0.529, 7.658, 5.447], [5.064, -8.752, 0.805], [-1.107, 0.036, 2.976], [2.597, -0.946, 2.669], [-0.419, -4.001, -1.183], [-4.583, 5.752, 1.175], [-0.399, -0.330, -0.013], [-1.321, -3.257, 0.479], [1.815, 0.484, -3.705], [-3.002, 3.114, 0.177], [3.281, 0.115, 3.729], [-0.321, 0.511, 0.551], [0.292, -1.215, -0.987], [-0.454, -0.099, -0.097], [1.342, 1.694, 1.442], [1.398, 0.614, -0.780], [-1.102, -0.893, -1.390], [1.016, 0.716, 1.096], [-0.382, -0.193, 1.427], [0.397, -0.547, -1.902], [-0.323, -0.016, -0.228], [0.132, -0.091, 0.113], [-0.052, 0.253, -0.605], [0.015, -0.180, -0.231], [-0.121, -0.220, 0.133], [-0.039, 0.511, 0.541], [-0.277, -0.165, -0.060], [0.521, -1.462, -0.495], [0.618, 0.206, 0.264], [-0.234, -0.299, -0.406], [0.070, 0.539, 0.046], [-0.133, -0.204, 0.581], [-0.073, 0.254, 0.750], [-0.019, 0.039, -0.112], [0.054, -0.069, -0.114], [0.697, 0.588, 1.639], [0.832, -0.739, -0.330], [-0.202, 0.045, 0.321], [-0.851, 1.194, -0.531], [-0.050, -0.018, -1.169], [-0.838, -0.737, 0.079], [-0.329, 0.319, -0.286], [0.002, -0.143, 0.274], [0.114, 0.348, -0.268], [-0.192, 0.111, -0.327], [0.595, -0.212, 0.163], [0.474, -0.836, 0.253]], "e_tot_ha": -4870.5724, "total_charge": 1, "spin_multiplicity": 4, "homo_energy_ev": [-12.18, -12.44], "s_squared": 3.865, "max_force_ev_per_a": 10.14}